Entry 1:
DFT (ωB97M-V/def2-TZVPD) results for a structure of composition C21H26Br45F6OP at a distorted geometry.

The geometry in XYZ format:
```
100
C21H26Br45F6OP ωB97M-V/def2-TZVPD
Br 1.252 2.920 -1.002
Br -3.599 1.417 5.398
Br -3.684 -3.300 -4.823
Br -11.106 1.050 6.121
Br -0.852 -3.450 -3.308
Br -4.087 7.190 1.791
Br -2.883 1.503 -1.786
Br 3.801 6.674 -0.064
Br -4.411 1.823 2.318
Br -0.948 -2.895 -6.463
Br -9.993 3.421 4.267
Br 2.829 -7.026 1.711
Br -8.616 -1.360 -0.347
Br -6.610 2.220 4.621
Br -0.820 0.794 1.387
Br -5.977 9.076 0.011
Br -4.708 4.314 -3.181
Br -3.592 -7.045 -6.424
Br -1.093 6.499 4.880
Br 0.581 7.088 2.204
Br 4.593 -10.446 0.274
Br -8.073 0.908 1.863
Br 3.624 -6.922 4.826
Br -2.967 -7.340 -3.289
Br -1.494 4.463 -3.172
Br -3.206 6.807 -1.820
Br -6.270 -1.746 1.809
Br -1.319 -1.837 -0.394
Br -4.954 10.080 2.883
Br 2.383 -9.604 3.577
Br 4.650 8.359 -8.505
Br 2.371 8.653 -6.262
Br -2.554 -1.641 2.565
Br -2.110 8.733 2.810
Br 5.760 -7.755 -1.039
Br 5.076 4.008 -1.329
Br 2.980 5.764 -3.013
Br -9.681 3.599 7.455
Br 0.775 0.652 -3.219
Br -5.891 -6.448 -4.264
Br 5.390 7.985 -5.404
Br -3.138 1.058 -4.945
Br 5.343 -10.376 -2.847
Br -4.465 -1.060 -2.927
Br 3.195 0.341 -1.124
P 5.784 -3.631 1.472
F 1.421 -1.881 3.935
F 6.842 -1.071 -2.137
F 5.246 -1.028 -0.502
F 1.991 -1.935 1.677
F 1.394 -3.830 2.841
F 6.883 0.497 -0.515
O 3.757 -3.000 4.702
C 2.072 -2.591 2.905
C -1.176 7.047 3.023
C -4.548 9.012 1.318
C -2.026 -0.665 0.977
C 4.705 -9.358 -1.327
C -1.860 -2.657 -4.770
C 2.425 -7.667 3.498
C 6.616 -0.877 -0.761
C 7.620 -1.692 0.153
C -5.010 1.269 4.078
C 3.621 -2.786 3.270
C 4.026 7.777 -6.765
C -3.149 5.470 -3.222
C -10.763 2.952 5.983
C -3.980 0.802 -3.217
C 4.238 -4.057 2.536
C 7.293 -3.242 0.349
C -7.290 -0.475 0.756
C 4.387 5.785 -1.683
C 2.084 1.577 -2.128
C -4.309 -7.489 -4.679
H 4.611 -4.752 3.356
H 5.209 6.369 -2.093
H 6.108 -2.495 2.290
H 3.694 -9.034 -1.563
H 3.512 -4.584 1.836
H 4.926 -3.523 0.316
H -6.591 0.015 0.082
H -2.927 -0.218 0.573
H 3.813 6.714 -6.842
H -1.918 -1.585 -4.587
H -4.904 1.375 -3.225
H -3.669 9.452 0.852
H 7.240 -3.825 -0.638
H 2.749 2.107 -2.807
H 8.634 -1.640 -0.376
H -11.724 3.456 6.048
H 4.319 -2.266 5.020
H 7.795 -1.203 1.172
H 1.425 -7.317 3.742
H 6.352 -4.912 1.775
H 8.198 -3.687 0.903
H 4.166 -1.829 2.959
H -5.272 0.216 4.009
H -1.756 6.293 2.494
H -3.172 5.999 -4.171
H -4.615 -8.532 -4.716
```

Computed properties:
2S+1 ... 1
Highest occupied orbital energy ... -0.3217 hartree
F_max ... 4.100 eV/Å
E_LUMO ... -0.01421 Ha
Energy ... -3201742.6013 eV

=====

Entry 2:
DFT (ωB97M-V/def2-TZVPD) results for an isolated molecule of C6H12N2O at a distorted geometry.

The geometry in XYZ format:
```
21
C6H12N2O ωB97M-V/def2-TZVPD
O -0.651 1.674 1.253
N -0.488 0.514 0.455
N 2.550 1.985 -0.318
C 0.307 0.877 -1.029
C 0.380 -0.521 1.404
C -1.821 -0.038 0.186
C 0.456 -0.340 -1.822
C 0.710 -1.754 0.673
C 1.560 1.499 -0.647
H 0.617 -1.374 -0.589
H -0.359 -0.517 -2.518
H 0.029 -2.578 0.867
H 1.234 0.104 1.655
H -0.610 2.450 0.671
H -1.710 -0.970 -0.361
H 1.747 -2.049 0.800
H -2.330 -0.222 1.132
H -0.287 -0.619 2.264
H 1.433 -0.464 -2.277
H -2.392 0.681 -0.403
H -0.373 1.663 -1.395
```

Computed properties:
2S+1 ... 1
Highest occupied orbital energy ... -0.2453 hartree
F_max ... 2.231 eV/Å
E_LUMO ... 0.01873 Ha
Energy ... -11438.3823 eV

=====

Entry 3:
DFT (ωB97M-V/def2-TZVPD) results for a structure of composition C16H18ClO2PRu at a distorted geometry.

The geometry in XYZ format:
```
39
C16H18ClO2PRu ωB97M-V/def2-TZVPD
Ru -0.105 -0.498 -1.091
Cl -1.955 -2.100 -2.054
P -0.604 1.664 3.731
O -2.324 1.084 0.216
O -0.018 -2.326 1.347
C 1.976 -0.685 -2.062
C 0.905 0.575 7.434
C -1.513 0.068 3.607
C 0.962 1.120 2.927
C 0.751 1.293 -2.078
C 0.550 0.530 6.080
C 0.959 -0.809 -3.068
C -1.446 0.512 -0.294
C -0.153 2.745 7.655
C -0.133 1.614 5.506
C 0.156 0.398 -3.066
C 0.567 1.682 8.218
C 0.019 -1.635 0.412
C 1.868 0.626 -1.474
C -1.043 0.687 -3.894
C -0.506 2.714 6.306
H 1.782 1.761 3.279
H -2.380 0.112 4.279
H 2.725 -1.429 -1.811
H 0.848 1.715 9.272
H 0.391 2.301 -1.877
H 1.453 -0.262 7.874
H 0.839 1.251 1.840
H -1.548 1.583 -3.519
H 0.829 -0.337 5.473
H -1.744 -0.154 -3.832
H 0.795 -1.662 -3.717
H -0.437 3.603 8.267
H -0.791 0.845 -4.947
H -1.858 -0.024 2.568
H 2.540 1.055 -0.734
H -0.864 -0.783 3.857
H 1.175 0.063 3.140
H -1.048 3.546 5.849
```

Computed properties:
2S+1 ... 5
Highest occupied orbital energy (alpha / beta) ... -0.5175 / -0.5598 hartree
⟨S²⟩ ... 6.022
F_max ... 6.414 eV/Å
E_LUMO (alpha / beta) ... -0.23821 / -0.38061 Ha
Energy ... -45352.2228 eV
Charge ... +2

=====

Entry 4:
DFT (ωB97M-V/def2-TZVPD) results for a structure of composition C16H34AsBCrNO6S2Si3.

The geometry in XYZ format:
```
65
C16H34AsBCrNO6S2Si3 ωB97M-V/def2-TZVPD
As 0.948 0.589 0.071
Cr -0.563 -0.982 -1.258
S -2.386 -2.331 0.710
S -3.082 -0.263 -2.089
Si 1.310 -0.272 2.251
Si -0.135 2.679 0.295
Si 3.089 0.922 -0.865
O -2.165 0.390 -1.115
O -2.255 -1.233 -2.814
O -3.839 0.655 -2.890
O -2.613 -3.334 1.719
O -1.796 -1.088 1.205
O -1.645 -2.805 -0.472
N 0.946 -2.167 -1.949
C 1.528 -2.117 2.037
C -4.288 -1.151 -1.089
C 2.825 1.337 -2.674
C 4.058 2.329 -0.077
C -4.020 -1.934 0.045
C 1.827 -2.800 -2.342
C -6.655 -1.588 -0.830
C 2.862 0.479 3.013
C -6.394 -2.348 0.295
C -0.106 0.142 3.399
C -5.603 -0.992 -1.509
C -0.570 3.264 -1.430
C -1.658 2.447 1.354
C -5.085 -2.516 0.720
C 4.086 -0.649 -0.692
C 0.974 3.968 1.108
B 3.042 -3.667 -2.861
H -1.292 2.594 -1.897
H 1.697 4.382 0.402
H 3.914 -3.579 -2.021
H 0.313 3.333 -2.070
H -2.338 3.287 1.180
H 4.304 -0.885 0.350
H -2.176 1.521 1.103
H -0.043 1.176 3.747
H -1.404 2.434 2.416
H 2.138 -2.510 2.857
H 2.814 1.570 3.044
H 4.237 2.178 0.987
H 2.936 0.123 4.047
H 5.043 -0.516 -1.208
H 1.522 3.573 1.966
H 3.596 -1.515 -1.140
H -4.861 -3.123 1.586
H -1.015 4.263 -1.367
H -0.013 -0.510 4.275
H 2.101 0.666 -3.139
H 2.027 -2.363 1.098
H 3.777 0.188 2.498
H 2.650 -4.805 -2.983
H 0.561 -2.628 2.044
H -1.079 -0.044 2.941
H 3.770 1.233 -3.216
H 2.476 2.365 -2.800
H 3.393 -3.184 -3.918
H 5.035 2.356 -0.575
H -5.795 -0.379 -2.378
H -7.201 -2.818 0.844
H 3.591 3.305 -0.218
H 0.349 4.794 1.462
H -7.668 -1.448 -1.185
```

Computed properties:
2S+1 ... 5
Highest occupied orbital energy (alpha / beta) ... -0.2174 / -0.2484 hartree
⟨S²⟩ ... 6.015
F_max ... 0.660 eV/Å
E_LUMO (alpha / beta) ... 0.09219 / 0.09236 Ha
Energy ... -166166.9006 eV
Charge ... -1

=====

Entry 5:
DFT (ωB97M-V/def2-TZVPD) results for a structure of composition C30H42N5O3PS2Tc at a distorted geometry.

The geometry in XYZ format:
```
84
C30H42N5O3PS2Tc ωB97M-V/def2-TZVPD
Tc 0.200 1.418 0.316
S 2.555 -0.137 -1.314
S -1.618 7.396 -0.518
P -2.662 1.076 -1.429
O -2.069 7.822 0.772
O -2.479 6.456 -1.219
O -0.814 8.262 -1.327
N -1.426 1.136 -0.396
N 1.690 0.060 0.147
N 0.194 0.548 2.146
N 3.118 -1.415 1.299
N 1.980 2.765 0.784
C -0.364 6.091 -0.040
C -2.928 2.913 -1.928
C -1.398 -1.293 -2.237
C 4.179 -0.464 -0.668
C 0.191 4.300 1.401
C -5.466 0.692 -1.135
C 5.317 -0.100 -1.368
C 1.215 3.941 0.516
C -3.856 3.050 -3.126
C 5.529 -1.402 1.087
C -4.003 -1.187 -0.418
C -3.510 3.615 -0.705
C 1.158 -1.173 3.546
C 1.999 -0.645 1.229
C -2.012 -0.035 -2.849
C 6.668 -1.032 0.392
C -0.655 0.823 3.150
C 1.116 -0.446 2.349
C -1.584 3.572 -2.230
C -0.665 0.139 4.344
C -4.074 0.840 0.968
C 0.644 5.787 -0.921
C -3.105 -0.396 -3.848
C -0.893 0.740 -3.539
C -4.146 0.331 -0.469
C -0.619 5.388 1.110
C 6.563 -0.381 -0.829
C 0.253 -0.896 4.546
C 1.449 4.692 -0.634
C 4.274 -1.115 0.563
H -2.892 3.425 0.173
H -3.111 0.577 1.402
H -1.223 3.360 -3.228
H 0.807 6.404 -1.790
H -0.784 -1.782 -2.990
H -4.858 0.364 1.551
H -3.476 0.472 -4.384
H -4.215 1.910 1.044
H -3.949 -0.892 -3.376
H 1.886 -1.957 3.676
H 3.276 -1.934 2.150
H -1.278 1.543 -4.158
H -4.776 -1.585 0.238
H -5.707 1.745 -1.026
H -3.037 -1.470 -0.006
H -0.338 0.069 -4.190
H -1.360 1.624 2.966
H -1.380 0.391 5.111
H 0.060 3.765 2.330
H -1.418 5.699 1.763
H 2.253 4.432 -1.308
H -0.762 -1.036 -1.388
H 2.798 2.727 0.176
H -4.852 2.670 -2.922
H 5.225 0.379 -2.331
H 7.450 -0.091 -1.366
H -2.693 -1.086 -4.583
H -4.148 -1.647 -1.391
H 5.605 -1.906 2.039
H -6.273 0.131 -0.664
H 2.297 2.727 1.752
H 7.639 -1.252 0.808
H -2.148 -2.007 -1.923
H -0.826 3.272 -1.497
H -3.509 4.690 -0.880
H -3.948 4.109 -3.359
H -4.538 3.325 -0.513
H -0.195 1.140 -2.799
H -1.726 4.649 -2.157
H -5.464 0.438 -2.192
H 0.243 -1.460 5.464
H -3.464 2.562 -4.014
```

Computed properties:
2S+1 ... 2
Highest occupied orbital energy (alpha / beta) ... -0.4677 / -0.4677 hartree
⟨S²⟩ ... 0.768
F_max ... 4.779 eV/Å
E_LUMO (alpha / beta) ... -0.31600 / -0.30777 Ha
Energy ... -78526.4925 eV
Charge ... +2

=====

Entry 6:
DFT (ωB97M-V/def2-TZVPD) results for an isolated molecule of C2H6N2S at a distorted geometry.

The geometry in XYZ format:
```
11
C2H6N2S ωB97M-V/def2-TZVPD
S -0.463 0.574 -0.612
N -0.504 0.145 1.935
N 0.828 -1.382 1.007
C 0.096 -0.388 0.847
C 0.524 0.323 -2.199
H -0.655 -0.468 2.754
H 0.020 0.832 -3.014
H -1.397 0.738 1.936
H 1.280 -1.411 0.105
H 1.415 0.857 -2.001
H 0.757 -0.684 -2.468
```

Computed properties:
Structure (SMILES) ... [H]/N=C(/N)SC
2S+1 ... 1
Highest occupied orbital energy ... -0.3347 hartree
F_max ... 4.912 eV/Å
E_LUMO ... 0.02923 Ha
Energy ... -15985.8840 eV

=====

Entry 7:
DFT (ωB97M-V/def2-TZVPD) results for a structure of composition C18H30ClN3O6Ti.

The geometry in XYZ format:
```
59
C18H30ClN3O6Ti ωB97M-V/def2-TZVPD
Ti -0.807 0.634 -0.429
Cl -2.880 1.332 0.450
O -1.570 -0.366 -1.722
O -0.239 0.060 2.816
O 1.349 0.822 0.290
O -1.323 -1.340 0.558
O 1.168 -2.856 -1.212
O -0.255 2.522 1.592
N -2.441 6.587 -2.061
N -0.764 2.508 -1.220
N 1.576 5.178 -3.587
C 0.793 0.554 -1.874
C -0.837 2.405 2.877
C -0.742 3.566 -1.702
C 1.709 -3.502 -0.080
C -0.611 4.797 -2.291
C 0.588 5.035 -3.011
C -2.236 -2.104 -0.261
C 1.930 1.566 1.359
C 0.226 -2.980 -3.396
C -2.625 -1.244 -1.461
C 1.866 1.144 -1.034
C 1.124 2.838 1.561
C -0.279 1.216 3.641
C 0.675 -3.762 -2.182
C 2.338 -2.461 0.820
C -1.620 5.784 -2.163
C -1.381 -0.764 2.917
C -1.232 -1.858 1.897
H -1.433 -1.219 3.915
H 3.198 -2.006 0.327
H -2.779 -1.894 -2.327
H 2.462 -4.237 -0.395
H 2.675 -2.916 1.752
H -1.903 2.290 2.693
H 2.970 1.793 1.111
H -0.269 -2.358 2.013
H -2.026 -2.590 2.046
H -0.677 3.321 3.456
H -0.450 -2.176 -3.102
H 1.269 3.516 0.717
H 0.607 1.009 -2.839
H 1.080 -2.534 -3.904
H 1.463 -4.479 -2.448
H 0.919 -4.059 0.447
H -1.727 -3.022 -0.562
H 1.912 0.921 2.234
H 1.627 -1.667 1.050
H 1.933 2.229 -1.147
H -2.299 -0.197 2.730
H 1.438 3.357 2.473
H 2.867 0.710 -1.123
H 0.748 1.406 3.962
H 0.873 -0.534 -1.924
H -3.540 -0.681 -1.265
H -0.290 -3.636 -4.098
H -0.157 -4.344 -1.758
H -0.872 1.037 4.544
H -3.119 -2.353 0.330
```

Computed properties:
2S+1 ... 1
Highest occupied orbital energy ... -0.2895 hartree
F_max ... 0.785 eV/Å
E_LUMO ... -0.01709 Ha
Energy ... -71544.4785 eV

=====

Entry 8:
DFT (ωB97M-V/def2-TZVPD) results for an isolated molecule of C2H3FOS at a distorted geometry.

The geometry in XYZ format:
```
8
C2H3FOS ωB97M-V/def2-TZVPD
S -0.386 -0.918 -0.642
F -0.977 1.291 0.429
O -2.708 -0.115 0.115
C -1.551 0.134 0.078
C 1.185 -0.206 -0.116
H 1.956 -0.974 0.078
H 0.933 0.244 0.879
H 1.548 0.545 -0.820
```

Computed properties:
Structure (SMILES) ... CSC(=O)F
2S+1 ... 1
Highest occupied orbital energy ... -0.3689 hartree
F_max ... 1.500 eV/Å
E_LUMO ... 0.02167 Ha
Energy ... -17722.8133 eV

=====

Entry 9:
DFT (ωB97M-V/def2-TZVPD) results for a structure of composition C24H55Cl10N3O7 at a distorted geometry.

The geometry in XYZ format:
```
99
C24H55Cl10N3O7 ωB97M-V/def2-TZVPD
Cl 12.292 5.107 -18.778
Cl 11.497 -3.018 -20.888
Cl 13.806 5.331 -21.442
Cl 11.149 4.891 -21.391
Cl 13.890 1.131 -20.385
Cl 9.936 1.858 -21.970
Cl 10.544 2.738 -17.411
Cl 14.677 1.483 -16.923
Cl 15.174 4.275 -19.049
Cl 9.983 0.052 -20.526
O 14.298 -0.175 -20.877
O 13.985 2.121 -21.424
O 13.979 -1.080 -22.979
O 14.760 1.515 -19.378
O 17.202 0.332 -16.761
O 12.511 1.011 -19.980
O 18.527 2.102 -23.355
N 16.908 0.355 -19.678
N 16.227 -1.719 -21.498
N 17.241 2.464 -23.919
C 16.079 0.640 -22.776
C 16.002 2.201 -23.078
C 13.175 1.990 -17.666
C 10.524 3.796 -20.154
C 14.596 -3.611 -21.572
C 17.241 3.768 -24.656
C 15.909 2.964 -21.779
C 17.381 2.769 -19.764
C 12.065 2.152 -16.631
C 13.636 4.476 -19.879
C 15.947 3.941 -25.469
C 16.847 0.439 -15.371
C 17.107 1.562 -17.502
C 17.413 5.055 -23.781
C 10.811 -0.610 -21.966
C 10.768 2.325 -20.520
C 14.627 3.736 -24.675
C 15.567 -2.756 -22.310
C 11.971 -1.450 -21.432
C 17.634 1.488 -18.982
C 14.881 -2.033 -23.477
C 18.415 3.809 -25.740
C 14.707 2.446 -23.901
C 13.506 -0.069 -23.833
H 12.591 -1.639 -22.309
H 15.017 3.587 -21.712
H 18.499 4.760 -26.267
H 17.616 2.309 -16.893
H 15.966 2.319 -20.902
H 13.283 -0.445 -24.832
H 10.015 -1.086 -22.539
H 12.985 1.163 -18.350
H 11.811 2.372 -20.834
H 9.458 3.995 -20.048
H 16.655 -0.508 -14.867
H 10.827 1.586 -19.721
H 16.950 -1.249 -22.024
H 16.382 -3.424 -22.590
H 17.466 5.923 -24.438
H 13.820 2.230 -23.305
H 15.171 0.347 -22.250
H 13.766 3.675 -25.341
H 17.059 -0.533 -19.221
H 15.912 0.484 -19.789
H 15.576 -1.030 -21.150
H 16.546 5.219 -23.141
H 15.895 4.932 -25.919
H 18.264 5.035 -23.101
H 14.310 -2.773 -24.037
H 17.009 0.407 -22.257
H 18.654 1.107 -18.925
H 17.914 3.625 -19.350
H 11.858 1.200 -16.142
H 11.105 0.312 -22.468
H 15.880 3.240 -26.301
H 12.460 -0.963 -20.588
H 19.356 3.694 -25.202
H 16.907 -1.875 -20.768
H 14.149 0.808 -23.910
H 13.726 -3.119 -21.136
H 15.932 1.029 -15.321
H 16.148 0.050 -23.689
H 13.299 3.484 -20.181
H 14.243 -4.435 -22.192
H 18.437 3.028 -26.501
H 16.698 3.709 -21.668
H 12.295 2.999 -15.985
H 10.971 3.983 -19.178
H 15.629 -1.526 -24.086
H 17.699 2.691 -20.804
H 14.532 1.687 -24.664
H 17.600 0.938 -14.762
H 12.656 0.435 -23.375
H 16.327 2.976 -19.576
H 17.279 0.206 -20.606
H 14.483 4.519 -23.931
H 13.477 2.857 -18.253
H 15.042 -4.217 -20.784
H 16.056 1.831 -17.609
```

Computed properties:
2S+1 ... 2
Highest occupied orbital energy (alpha / beta) ... -0.3734 / -0.3734 hartree
⟨S²⟩ ... 0.755
F_max ... 8.569 eV/Å
E_LUMO (alpha / beta) ... -0.12826 / -0.12817 Ha
Energy ... -169770.7359 eV
Charge ... +1

=====

Entry 10:
DFT (ωB97M-V/def2-TZVPD) results for an isolated molecule of C3H5NO2.

The geometry in XYZ format:
```
11
C3H5NO2 ωB97M-V/def2-TZVPD
O -1.584 1.287 -0.090
O 1.670 -0.382 -0.990
N -0.693 -0.808 -0.161
C 0.192 -0.131 0.767
C -1.593 0.092 -0.519
C 1.488 -0.057 0.246
H -0.352 1.005 0.599
H 2.376 0.274 0.779
H -2.369 -0.215 -1.228
H 0.762 -0.758 -1.246
H 0.102 -0.307 1.842
```

Computed properties:
2S+1 ... 1
Highest occupied orbital energy ... -0.3436 hartree
F_max ... 0.517 eV/Å
E_LUMO ... -0.00047 Ha
Energy ... -8774.6934 eV